A cluster of 19 separate species, C28H101N7O19 in total in a non-equilibrium geometry. Source: OMol25; level of theory: ωB97M-V with the def2-TZVPD basis set.

XYZ file:
```
155
Properties=species:S:1:pos:R:3:forces:R:3:mulliken_charge:R:1
C 1.96155 -2.87713 -4.61408 0.086 0.935 -0.141 -1.734
C 2.02098 -2.62653 -3.09351 0.080 -0.759 -0.838 3.090
C 2.30566 -3.93404 -2.36166 -0.341 0.064 1.134 -0.171
O 1.25977 -4.89515 -2.46634 0.112 0.259 -0.420 -0.310
C 1.53957 -5.99501 -3.31217 -0.377 0.041 0.107 -0.720
N 3.06615 -1.66480 -2.77614 0.209 -0.328 0.161 -0.405
H 2.44257 -2.05588 -5.15962 -0.132 0.156 0.203 0.465
H 0.93212 -2.88921 -4.97012 0.039 -0.425 -0.053 0.363
H 2.53089 -3.74215 -4.94979 -0.247 -0.245 0.209 0.289
H 1.05211 -2.27405 -2.71641 -0.098 -0.091 -0.268 -1.829
H 2.33081 -3.68315 -1.29399 0.241 -0.026 -0.011 -0.698
H 3.26971 -4.38472 -2.61291 0.056 0.180 -0.266 0.654
H 2.01858 -5.70683 -4.24944 0.013 0.062 0.029 0.284
H 0.56723 -6.43086 -3.54347 0.125 -0.178 -0.055 0.251
H 2.16193 -6.74018 -2.80578 0.036 0.015 0.010 0.277
H 2.96703 -0.86251 -3.38600 -0.068 0.118 0.141 0.275
H 2.89621 -1.35716 -1.82287 0.219 0.250 -0.071 -0.108
C 6.03376 -5.14387 -1.42991 -0.856 -0.735 0.161 -1.507
C 5.70000 -3.76035 -0.90410 0.935 0.327 0.140 1.066
C 4.75298 -3.75024 0.28635 -0.013 -0.407 -0.550 -0.648
O 4.31482 -2.42041 0.46243 -0.543 0.006 -0.335 -0.277
C 3.13887 -2.32903 1.23295 0.187 0.311 0.458 -0.561
N 6.97900 -3.08497 -0.59677 -0.207 -0.112 -0.202 -0.745
H 5.13542 -5.77474 -1.46097 -0.043 0.158 -0.017 0.305
H 6.71949 -5.70041 -0.78638 0.234 0.220 -0.050 0.445
H 6.39789 -5.12072 -2.45425 0.334 0.160 0.106 0.342
H 5.21144 -3.21084 -1.71187 -0.083 0.152 0.119 -0.216
H 5.23714 -4.11933 1.19904 0.103 -0.027 0.045 0.327
H 3.93156 -4.43771 0.04657 -0.268 0.214 0.200 0.335
H 3.38936 -2.60952 2.26294 -0.331 -0.134 0.096 0.467
H 2.29622 -2.92290 0.86405 0.222 -0.357 -0.077 0.153
H 2.77392 -1.30318 1.24283 0.341 0.133 -0.072 0.006
H 7.49813 -3.69361 0.02766 0.104 0.129 0.035 0.297
H 6.82090 -2.21325 -0.10368 -0.096 0.003 -0.032 0.273
C -2.77126 -0.10039 6.31919 0.106 -0.676 0.295 -1.687
C -1.93954 -0.77139 5.21950 -0.457 0.763 0.826 0.537
C -2.64368 -1.97616 4.61748 0.551 0.691 -0.747 -0.391
O -2.87491 -2.97489 5.56190 0.242 -0.052 0.255 -0.411
C -3.39489 -4.15401 4.98100 0.062 0.499 -0.112 -0.447
N -1.64685 0.21290 4.15066 -0.502 -0.536 -0.582 -0.329
H -2.95054 -0.78408 7.15362 0.098 -0.017 -0.060 0.400
H -3.75767 0.18878 5.95221 0.091 0.200 -0.156 0.351
H -2.22894 0.75783 6.71740 -0.135 0.134 -0.060 0.459
H -0.99314 -1.09416 5.66573 -0.006 -0.101 -0.022 0.143
H -1.99321 -2.31336 3.79522 -0.118 -0.349 -0.005 0.281
H -3.56259 -1.61182 4.13506 -0.229 -0.212 0.108 0.349
H -2.70041 -4.56765 4.24138 0.054 -0.024 0.079 0.022
H -4.32469 -3.89966 4.46051 -0.133 -0.338 0.082 0.296
H -3.54269 -4.86315 5.79004 -0.184 -0.050 -0.064 0.326
H -2.35197 0.05868 3.42385 0.426 -0.136 -0.254 0.080
H -1.90650 1.14915 4.44733 0.402 0.000 0.364 0.229
C -1.37339 -1.11572 -1.36385 0.544 0.982 -0.020 -0.574
C -0.35182 -1.19246 -0.22783 0.149 -1.419 0.636 1.441
C 0.45337 0.06522 0.05704 -1.191 0.030 -0.299 -0.036
O 1.32664 0.18666 -1.06226 -0.013 0.798 0.595 1.234
C 2.04854 1.40186 -0.93428 0.271 0.649 -0.757 0.044
N -1.02440 -1.74144 0.96919 -0.287 1.136 -0.183 1.411
H -0.87669 -1.32455 -2.31142 -0.251 -0.221 -0.076 -0.451
H -1.78173 -0.10349 -1.45521 -0.068 -0.006 0.163 -0.011
H -2.22513 -1.76724 -1.19228 0.146 -0.300 -0.163 0.466
H 0.43054 -1.91926 -0.49941 -0.031 0.039 -0.330 -1.197
H 0.95812 0.05139 1.03022 0.399 -0.372 -0.174 0.543
H -0.20091 0.94605 0.12457 -0.050 0.040 -0.216 -1.006
H 2.79748 1.32868 -0.14484 -0.061 0.087 0.098 0.291
H 1.40451 2.27860 -0.79451 -0.259 -0.294 0.623 -0.537
H 2.51708 1.67700 -1.88355 0.246 -0.659 -0.085 0.013
H -0.44060 -1.64244 1.78777 -0.018 -0.353 -0.083 -0.894
H -1.28395 -2.69906 0.78973 0.168 -0.109 0.139 0.075
C -5.97030 -1.17345 -3.08597 0.397 -0.081 0.051 -1.174
C -5.17828 -1.03742 -4.39687 0.386 -0.010 1.073 0.185
C -3.68727 -1.00858 -4.07584 -0.066 1.299 -0.402 -0.058
O -2.97206 -0.68569 -5.26868 -0.124 -0.795 -0.398 -0.472
C -1.58377 -0.87791 -5.12688 -0.122 -0.190 0.403 -0.421
N -5.54951 -2.11674 -5.28295 -0.485 0.281 -0.806 -0.712
H -5.44638 -0.71209 -2.24468 -0.012 0.076 -0.065 0.256
H -6.06251 -2.23416 -2.84531 -0.139 0.009 0.055 0.330
H -6.95951 -0.72616 -3.15001 -0.075 -0.132 -0.125 0.312
H -5.38359 -0.04743 -4.81164 -0.262 -0.268 -0.485 0.366
H -3.38471 -1.95064 -3.60596 0.288 -0.011 -0.075 0.198
H -3.49761 -0.13766 -3.43345 -0.016 -0.423 0.607 -0.005
H -1.07056 -0.67944 -6.06605 -0.216 0.136 -0.088 0.367
H -1.38052 -1.92088 -4.84251 0.105 0.075 0.041 0.269
H -1.19898 -0.20817 -4.35031 0.181 -0.017 -0.049 0.065
H -5.12869 -2.00798 -6.19734 0.096 -0.014 0.076 0.298
H -5.29011 -3.02548 -4.92290 0.092 0.063 0.184 0.254
C -3.20441 2.43810 0.05925 -0.485 0.483 0.513 -0.868
C -2.93973 3.89422 -0.38234 -0.231 -0.501 -1.220 0.554
C -3.30213 4.85799 0.71873 1.155 0.586 0.380 -1.232
O -2.77561 6.16958 0.52090 -0.544 -0.229 -0.072 -0.275
C -3.53951 6.91635 -0.40397 0.240 0.490 0.644 -0.790
N -1.56634 4.04196 -0.90608 -0.359 -0.191 0.583 -0.225
H -2.27820 2.07221 0.50395 0.021 -0.381 -0.250 -0.133
H -3.58014 1.83559 -0.76555 0.474 -0.228 -0.061 0.165
H -3.95908 2.32802 0.84982 -0.060 0.289 -0.092 0.431
H -3.55952 4.11411 -1.26220 -0.234 -0.052 0.233 0.576
H -2.81678 4.53483 1.64506 -0.255 -0.161 0.069 0.200
H -4.38459 4.89579 0.86276 -0.089 -0.076 0.051 0.584
H -3.05931 7.89406 -0.46136 0.130 -0.104 -0.354 0.262
H -4.53610 7.13024 0.00277 -0.164 -0.329 -0.157 0.305
H -3.59791 6.43650 -1.38032 -0.018 0.062 -0.092 0.287
H -1.49116 3.31940 -1.62083 0.263 0.140 -0.034 0.422
H -0.93649 3.74084 -0.15563 0.189 0.265 -0.184 -0.292
C -0.59842 3.58849 3.43384 -0.517 -0.064 0.134 -1.733
C -0.14411 4.76406 2.58955 0.604 -0.798 -1.172 0.625
C 0.80279 5.65802 3.36889 0.058 -0.006 -0.073 -0.854
O 0.16549 6.12694 4.53578 0.242 -0.081 0.014 -0.329
C 1.03822 6.86129 5.35855 -0.227 0.285 0.157 -0.800
N 0.55837 4.15444 1.41998 -0.117 0.241 0.996 0.362
H 0.26198 3.01738 3.79891 0.127 0.264 0.134 0.438
H -1.15682 2.85437 2.84778 -0.179 0.262 -0.146 0.180
H -1.19946 3.91494 4.28256 0.045 -0.082 0.061 0.597
H -0.93308 5.34408 2.10812 -0.333 0.101 0.678 0.349
H 1.16312 6.47766 2.73027 -0.190 0.175 0.080 0.477
H 1.71044 5.08912 3.63019 -0.083 -0.154 0.103 0.289
H 1.39948 7.74969 4.83014 0.090 0.053 0.070 0.321
H 1.89913 6.28799 5.72135 0.010 -0.204 -0.242 0.312
H 0.47308 7.16885 6.23733 -0.043 0.094 -0.066 0.257
H 1.29314 3.58902 1.84296 0.117 -0.030 -0.552 -0.295
H 1.01536 4.90349 0.91179 0.041 -0.129 -0.096 -0.035
O -2.70447 -4.32557 1.55566 0.030 -0.131 0.235 -0.689
H -3.15128 -5.14555 1.79650 0.018 0.048 -0.049 0.321
H -1.83858 -4.37959 1.99529 0.077 -0.122 0.023 0.200
O -2.89561 -4.32660 -1.24733 0.053 0.059 0.259 -0.614
H -2.00956 -4.55802 -1.54871 -0.040 0.008 0.018 0.298
H -2.83297 -4.29753 -0.27091 0.071 -0.085 -0.465 0.359
O 3.26265 2.78709 1.85327 0.437 0.269 0.247 -0.641
H 3.46324 2.69372 2.79267 0.023 -0.070 -0.083 0.227
H 3.54899 3.70051 1.61919 -0.437 -0.202 0.100 0.352
O 1.69000 2.69797 -4.41682 0.206 0.217 -0.043 -0.589
H 1.71955 3.66022 -4.37675 0.073 -0.023 -0.162 0.276
H 2.61866 2.41596 -4.47155 -0.222 -0.109 0.282 0.275
O 4.16668 1.21420 -3.89073 0.128 0.048 -0.204 -0.618
H 4.63044 0.88627 -3.11193 -0.085 -0.033 -0.004 0.244
H 4.71152 0.93497 -4.63617 -0.024 -0.028 0.075 0.272
O -0.53448 1.89389 -2.82561 0.456 0.116 -0.271 -0.680
H -0.30041 1.08766 -2.34903 0.105 0.007 0.002 -0.151
H 0.27597 2.11703 -3.33356 -0.458 -0.264 0.123 0.288
O 5.76644 2.04315 0.78200 -0.265 0.168 -0.046 -0.662
H 5.75018 1.79362 -0.14611 0.023 -0.032 0.041 0.292
H 4.84115 2.26744 1.00810 0.348 -0.290 -0.009 0.444
O -4.32127 -1.57969 0.83951 -0.060 0.005 0.031 -0.606
H -3.41663 -1.90663 0.74426 0.077 0.166 0.154 0.268
H -4.85527 -2.37245 0.94799 0.034 0.005 -0.051 0.276
O 0.93985 -1.62097 3.28170 -0.033 0.075 0.467 -0.489
H 0.40556 -0.91846 3.69537 -0.180 0.031 -0.156 0.004
H 1.64995 -1.79394 3.91089 0.019 0.033 -0.101 0.293
O 1.59480 4.80943 -1.72531 0.342 0.191 -0.158 -0.592
H 1.08181 5.61502 -1.58694 -0.154 -0.176 0.047 0.318
H 1.06584 4.28047 -2.33117 -0.231 -0.151 0.245 0.221
O 3.21755 5.19402 0.63293 0.430 -0.009 -0.109 -0.618
H 3.96112 5.73237 0.33690 -0.060 -0.045 -0.007 0.250
H 2.94090 4.68683 -0.14884 -0.186 0.261 -0.142 0.276
O 0.09470 -4.50027 2.78322 -0.254 0.202 -0.033 -0.638
H 0.24274 -3.54247 2.84922 0.151 0.018 0.040 0.299
H 0.29500 -4.83580 3.66351 -0.051 -0.029 -0.041 0.287
```
Positions in Å, forces in eV/Å.

Summary:
E_HOMO ... -0.3144 Ha
Spin multiplicity ... 1
Gap between HOMO and LUMO ... 8.502 eV
DFT total energy ... -2940.15082 Eh
Energy above the lowest of the compared OMol25 structures with the same formula, charge and spin ... 0.0 kJ/mol